[1]
{"formula": "CH6O4", "method": "ωB97M-V/def2-TZVPD", "species": ["O", "O", "O", "O", "C", "H", "H", "H", "H", "H", "H"], "xyz": [[-0.4948, -1.3932, 1.4053], [0.0522, 1.3790, 1.3920], [-0.2136, -1.3424, -0.7944], [0.5611, 1.3609, -1.5175], [-0.5453, -1.9420, 0.1964], [-0.0132, 1.3074, 0.4250], [0.7140, 2.0327, 1.4875], [0.2511, 0.4430, -1.5253], [0.0650, -0.6104, 1.2149], [-0.9276, -2.9568, 0.1203], [0.5511, 1.7218, -2.4041]], "lowdin_charge": [0.094, -0.035, 0.044, -0.059, -0.363, 0.012, 0.030, 0.006, 0.086, 0.141, 0.045], "charge": 0, "e_tot_ha": -342.6749, "smiles": "O=CO.O.O", "e_lumo_ev": 0.7}

=====

[2]
{"formula": "CH6OP2S", "method": "ωB97M-V/def2-TZVPD", "species": ["S", "P", "P", "O", "C", "H", "H", "H", "H", "H", "H"], "xyz": [[-2.2371, -1.3235, 0.0345], [-1.1163, 1.3157, -1.5130], [-0.5129, -0.4012, -0.4797], [0.2713, 2.2707, -1.6020], [0.4847, -0.2278, 1.0476], [-3.0126, -0.1246, -0.2015], [1.5179, -0.0137, 0.8894], [0.2579, -1.0911, 1.8242], [0.0886, -1.4582, -0.9244], [0.1073, 2.8869, -2.3066], [0.2978, 0.7565, 1.6226]], "lowdin_charge": [0.364, 0.479, 0.108, -0.533, -0.343, -0.124, 0.010, 0.078, -0.093, -0.016, 0.070], "charge": 0, "e_tot_ha": -1197.7687, "smiles": "C[P@@H](S)=PO", "e_lumo_ev": 0.5}

=====

[3]
{"formula": "CH6OS", "method": "ωB97M-V/def2-TZVPD", "species": ["S", "O", "C", "H", "H", "H", "H", "H", "H"], "xyz": [[-2.0049, -1.2619, -1.3436], [2.6331, 0.4965, 1.1090], [-0.9990, -0.2442, -0.1896], [3.5749, 0.3192, 0.8861], [2.3560, 1.1971, 0.4761], [-1.7570, 0.3912, 0.2987], [-0.5273, -0.8814, 0.5773], [-0.2255, 0.4067, -0.6306], [-3.0504, -0.4231, -1.1833]], "lowdin_charge": [0.595, -0.091, -0.501, 0.048, 0.043, 0.019, 0.026, 0.022, -0.161], "charge": 0, "e_tot_ha": -515.1007, "smiles": "CS.O", "e_lumo_ev": 0.7}

=====

[4]
{"formula": "CH6OS2", "method": "ωB97M-V/def2-TZVPD", "species": ["S", "S", "O", "C", "H", "H", "H", "H", "H", "H"], "xyz": [[0.1369, 1.8516, -0.6811], [-1.1187, 1.5972, -2.2645], [2.0576, -5.6634, 0.5540], [-0.7331, 3.0814, 0.3419], [2.7094, -6.2589, 0.9452], [-2.1589, 0.8735, -1.9051], [-1.7561, 2.8015, 0.5524], [1.5390, -5.4780, 1.3254], [-0.0520, 3.1119, 1.2039], [-0.6242, 4.0833, -0.0720]], "lowdin_charge": [0.342, 0.278, -0.053, -0.482, 0.036, -0.219, 0.028, 0.017, 0.023, 0.029], "charge": 0, "e_tot_ha": -913.2919, "smiles": "CSS.O", "e_lumo_ev": 0.6}

=====

Copy entry 2 word for word.
{"formula": "CH6OP2S", "method": "ωB97M-V/def2-TZVPD", "species": ["S", "P", "P", "O", "C", "H", "H", "H", "H", "H", "H"], "xyz": [[-2.2371, -1.3235, 0.0345], [-1.1163, 1.3157, -1.5130], [-0.5129, -0.4012, -0.4797], [0.2713, 2.2707, -1.6020], [0.4847, -0.2278, 1.0476], [-3.0126, -0.1246, -0.2015], [1.5179, -0.0137, 0.8894], [0.2579, -1.0911, 1.8242], [0.0886, -1.4582, -0.9244], [0.1073, 2.8869, -2.3066], [0.2978, 0.7565, 1.6226]], "lowdin_charge": [0.364, 0.479, 0.108, -0.533, -0.343, -0.124, 0.010, 0.078, -0.093, -0.016, 0.070], "charge": 0, "e_tot_ha": -1197.7687, "smiles": "C[P@@H](S)=PO", "e_lumo_ev": 0.5}